Entry 1:
Below is a single CH5NO molecule, with properties calculated with ωB97M-V/def2-TZVPD.

## Properties
* SMILES: NCO
* relative energy (zero: lowest compared OMol25 entry of this formula, charge and spin): 35.0 kJ/mol
* DFT total energy: -4655.0208 eV
* lowest unoccupied orbital energy: 1.062 eV

Each line ends with the Löwdin charge.
Geometry (Å):
O 0.1533 -0.5449 1.3265  -0.0290
H 1.0660 -0.5273 1.5516  0.0722
C -0.1761 0.3272 0.3054  -0.3847
N 0.0675 -0.2336 -1.0076  0.0052
H 0.2657 1.3214 0.4252  0.1131
H -1.2522 0.5163 0.3524  0.1051
H 0.0371 -1.2190 -1.1754  0.0619
H -0.1613 0.3598 -1.7782  0.0562



Entry 2:
Below is a 2-piece molecular cluster, CH5NO overall, with properties calculated with ωB97M-V/def2-TZVPD.

## Properties
* SMILES: C=N.O
* relative energy (zero: lowest compared OMol25 entry of this formula, charge and spin): 213.2 kJ/mol
* DFT total energy: -4653.1739 eV
* lowest unoccupied orbital energy: 0.528 eV

Each line ends with the Löwdin charge.
Geometry (Å):
C 0.3850 3.1702 2.4240  -0.1683
N 1.3197 3.4718 3.2167  -0.0151
H -0.2436 3.8719 1.8186  0.0727
H -0.1694 2.1995 2.5070  0.0583
H 1.0205 3.2399 4.1682  0.0525
H -1.1557 -5.9256 -4.3007  0.0290
H -0.2914 -4.6494 -4.8044  0.0267
O -0.8650 -5.3783 -5.0295  -0.0557